[1]
The following is a DFT calculation (wB97M-V/def2-TZVPD) of C46H35BiN3O9PS as an isolated structure at a distorted geometry.

- strongest force on any atom (eV/Å) = 3.3
- highest occupied orbital energy (eV) = -2.90
- net charge = -2

```
96
C46H35BiN3O9PS wB97M-V/def2-TZVPD
Bi 0.07258 0.43331 -1.38724
O -0.15701 -5.15520 0.83445
C 0.03892 -4.45570 1.94774
C 0.17511 -5.20686 3.15419
C 0.25917 -4.55330 4.37214
C 0.23610 -3.14169 4.44067
C 0.13053 -2.39323 3.24401
C 0.04409 -3.04844 2.01614
C -0.08578 -2.13877 0.77479
O 0.21618 -0.90797 0.82109
N -0.49709 -2.78079 -0.29038
N -0.56267 -2.00461 -1.48341
C -0.79920 -2.66826 -2.54993
C -0.86348 -2.13017 -3.93167
C -0.85116 -3.11760 -4.92024
C -0.59789 -2.81586 -6.22524
C -0.36972 -1.47592 -6.52968
C -0.52208 -0.45296 -5.62723
C -0.68933 -0.74778 -4.25430
O -0.69841 0.21649 -3.37025
H -0.42304 -4.46886 0.08075
H 0.03992 -6.28188 3.08249
H 0.17745 -5.13571 5.28706
H 0.20410 -2.67636 5.42823
H 0.13088 -1.29248 3.24411
H -0.91342 -3.77579 -2.42116
H -1.06726 -4.16651 -4.59902
H -0.56753 -3.58198 -6.92973
H -0.19467 -1.25888 -7.52280
H -0.25655 0.57341 -5.87094
O 3.46087 5.05952 -5.04140
C 2.81407 4.13055 -4.23748
C 2.15286 4.56534 -3.06600
C 1.53848 3.52185 -2.32858
N 1.61829 2.24343 -2.62765
C 2.36788 1.86320 -3.67266
C 2.96712 2.79583 -4.50849
C 2.67031 0.37825 -3.80696
O 3.65332 0.17172 -4.55002
O 2.05507 -0.46700 -3.15531
C 0.76311 3.86646 -1.01479
O 0.97063 4.92635 -0.41933
O -0.08398 2.92640 -0.68622
H 3.32484 5.87494 -4.60757
H 1.97678 5.52956 -2.61751
H 3.70326 2.41692 -5.23505
C -2.88092 5.40536 3.84023
C -3.53746 4.31831 4.28346
C -3.26151 3.07661 3.73315
C -2.31869 2.87136 2.73795
C -1.67406 4.02607 2.24380
C -1.96704 5.28727 2.80961
P -1.94874 1.21584 2.04136
C -2.78796 -0.08263 3.06891
C -3.01437 -0.19153 4.47067
C -3.39317 -1.39890 5.08917
C -3.52846 -2.56205 4.34438
C -3.36412 -2.48084 2.97973
C -2.98554 -1.29958 2.34851
C -2.89360 1.16330 0.43258
C -4.29285 1.42342 0.56212
C -5.06549 1.38350 -0.58794
C -4.49727 1.02106 -1.78675
C -3.16686 0.67637 -1.90230
C -2.32128 0.75239 -0.76117
H -3.11662 6.36577 4.30559
H -4.32201 4.47668 5.01306
H -3.75600 2.18622 4.08162
H -0.90513 3.93780 1.47981
H -1.49080 6.19192 2.47270
H -2.81564 0.67040 5.08558
H -3.38389 -1.52229 6.16601
H -3.78320 -3.55377 4.78733
H -3.49270 -3.33362 2.25196
H -3.00751 -1.31196 1.26797
H -4.64019 1.62996 1.57843
H -6.14688 1.61289 -0.52081
H -5.14186 1.09015 -2.60802
H -2.70635 0.40401 -2.79506
C 3.02593 -0.58670 2.47377
S 4.00829 0.80708 1.75212
O 5.02999 1.25127 2.79688
C 4.75780 -0.18558 0.55813
C 6.13130 -0.25162 0.48332
C 6.74971 -1.05464 -0.49011
C 5.88321 -1.75589 -1.42631
C 4.50121 -1.65164 -1.35709
C 3.97749 -0.82858 -0.36750
H 3.72900 -1.27020 2.89765
H 2.45917 -1.02318 1.73158
H 2.41882 -0.15614 3.30534
H 6.63716 0.36668 1.21831
H 7.81742 -1.13000 -0.69469
H 6.25132 -2.28051 -2.22823
H 3.81905 -2.14123 -2.10938
H 2.84965 -0.75152 -0.29705
```

=====

[2]
The following is a DFT calculation (wB97M-V/def2-TZVPD) of C46H37AsF3N2O11P2SW as an isolated structure at a distorted geometry.

- strongest force on any atom (eV/Å) = 9.2
- highest occupied orbital energy (eV) = -10.38
- net charge = +1

```
104
C46H37AsF3N2O11P2SW wB97M-V/def2-TZVPD
W -0.95372 0.08306 -0.34786
O -3.34089 -4.17346 3.79123
C -2.82266 -3.24478 2.99639
C -1.81018 -2.36399 3.40477
C -1.35165 -1.43110 2.49506
N -1.84200 -1.33329 1.26097
C -2.78917 -2.17685 0.85289
C -3.31968 -3.14296 1.68489
C -3.12276 -1.96506 -0.62341
O -4.03077 -2.52773 -1.17524
O -2.26257 -1.15750 -1.19645
C -0.25246 -0.41199 2.70179
O 0.41907 -0.32617 3.69803
O -0.16298 0.38595 1.65220
H -2.92221 -4.19616 4.66395
H -1.35936 -2.41219 4.38471
H -4.09064 -3.81243 1.33634
C 1.50588 3.32250 -0.19463
N 1.12609 4.03470 0.99812
C 0.18680 3.48938 1.92799
P -1.21899 2.59286 1.10425
C -2.37299 2.44137 2.52953
C -1.86882 2.03505 3.76250
C -2.71364 1.91559 4.85279
C -4.06621 2.18028 4.72451
C -4.57322 2.56744 3.49601
C -3.73465 2.70200 2.40374
C -2.00719 3.77434 -0.01244
C -1.53691 5.03111 -0.33338
C -2.01668 5.71495 -1.44841
C -2.94662 5.12902 -2.31448
C -3.43267 3.87759 -2.06706
C -2.92037 3.08028 -0.95758
C 1.79062 5.22260 1.31135
C 2.28965 6.03777 0.29249
C 2.93897 7.22061 0.59314
C 3.09337 7.62524 1.90879
C 2.59908 6.82560 2.92351
C 1.95954 5.63323 2.63707
P 1.50112 1.42827 -0.29299
C 2.70881 1.46074 -1.69044
C 4.07868 1.39798 -1.44796
C 4.97581 1.44495 -2.50030
C 4.51917 1.52766 -3.80513
C 3.15673 1.59380 -4.05274
C 2.25381 1.58721 -3.00235
C 2.58624 0.92997 1.09552
C 3.19073 1.83115 1.96918
C 3.98310 1.36714 3.00535
C 4.19480 0.01009 3.17211
C 3.60833 -0.89070 2.29678
C 2.80553 -0.43585 1.26714
H 2.54133 3.59718 -0.42526
H 0.88333 3.62506 -1.05480
H -0.22592 4.30159 2.53769
H 0.65076 2.74777 2.60357
H -0.82371 1.80538 3.89433
H -2.30484 1.61308 5.80388
H -4.71869 2.08149 5.57775
H -5.62908 2.75601 3.38012
H -4.14836 3.01022 1.45742
H -0.81316 5.51466 0.30571
H -1.67239 6.71967 -1.64769
H -3.30229 5.68452 -3.16759
H -4.15900 3.42617 -2.72697
H -3.70082 2.47846 -0.48066
H 2.16153 5.75730 -0.74089
H 3.31597 7.83454 -0.20968
H 3.60038 8.54925 2.13877
H 2.71561 7.12536 3.95381
H 1.61860 5.01363 3.45101
H 4.45154 1.31169 -0.43751
H 6.03596 1.41424 -2.29622
H 5.22193 1.55070 -4.62367
H 2.78462 1.64982 -5.06274
H 1.19476 1.66887 -3.21849
H 3.05942 2.89441 1.84938
H 4.44046 2.07408 3.68190
H 4.81622 -0.34633 3.97894
H 3.77454 -1.94941 2.41322
H 2.34783 -1.14337 0.58663
O 1.84414 -1.12950 -1.97952
As 0.30002 -1.11152 -2.82936
O 0.68540 -0.95308 -4.39955
O -0.37576 0.24451 -2.10235
C -0.72577 -2.78462 -2.65376
C -1.41271 -3.22843 -3.77737
C -2.22749 -4.34805 -3.66794
C -2.36449 -4.99686 -2.45027
C -1.63677 -4.57269 -1.34650
C -0.81871 -3.46508 -1.45774
S 0.26784 -2.95351 -0.15067
O 1.58077 -3.34699 -0.54799
O -0.21930 -3.45581 1.10070
O 0.14446 -1.41946 -0.16337
H 2.50387 -1.70615 -2.38564
H -1.28051 -2.68529 -4.71019
H -2.75846 -4.70746 -4.53616
H -3.03459 -5.83628 -2.35698
H -1.70061 -5.07944 -0.39637
F -1.03418 2.58034 -2.37166
C -1.96145 1.92889 -1.57274
F -2.74849 0.64987 0.38917
F -2.68547 1.16134 -2.45731
```